{"formula": "C23H32BBrClN6O2", "method": "the ωB97M-V functional and the def2-TZVPD basis", "e_tot_ha": -4433.5494, "charge": 1, "homo_lumo_gap_ev": 7.5, "lumo_ev": -3.706, "mol_weight_g_mol": 550.72, "species": ["C", "O", "B", "O", "N", "C", "N", "C", "C", "Cl", "C", "C", "C", "Br", "C", "N", "H", "H", "H", "H", "H", "H", "H", "H", "H", "H", "H", "H", "H", "H", "H", "H", "H", "N", "C", "C", "C", "C", "C", "H", "H", "H", "H", "H", "N", "C", "C", "C", "C", "C", "H", "H", "H", "H", "H", "N", "C", "C", "C", "C", "C", "H", "H", "H", "H", "H"], "positions_angstrom": [[-2.829, 3.448, 1.678], [-2.347, 4.325, 2.720], [-1.648, 5.354, 2.221], [-2.190, 6.359, 1.457], [-0.166, 5.526, 2.446], [0.734, 4.571, 2.454], [2.064, 4.834, 2.315], [2.506, 4.326, 0.968], [2.069, 2.894, 0.649], [3.447, 1.808, 1.104], [1.880, 2.727, -0.867], [0.686, 3.471, -1.464], [0.097, 2.684, -2.644], [1.202, 5.244, -2.128], [0.822, 2.385, 1.404], [0.366, 3.234, 2.541], [-3.823, 3.750, 1.364], [-2.878, 2.441, 2.074], [-2.138, 3.421, 0.836], [-2.237, 6.168, 0.520], [0.186, 6.474, 2.467], [2.257, 5.826, 2.392], [3.590, 4.356, 0.950], [2.170, 5.028, 0.209], [1.704, 1.663, -1.025], [2.794, 2.969, -1.400], [-0.106, 3.623, -0.739], [0.914, 2.242, -3.209], [-0.596, 1.926, -2.293], [-0.412, 3.357, -3.325], [1.069, 1.420, 1.828], [-0.036, 2.201, 0.764], [0.838, 2.877, 3.366], [-1.959, -0.110, 1.768], [-1.951, -0.989, 0.764], [-2.866, -2.019, 0.633], [-3.848, -2.151, 1.602], [-3.875, -1.248, 2.654], [-2.913, -0.252, 2.689], [-1.165, -0.864, 0.026], [-2.796, -2.697, -0.205], [-4.580, -2.945, 1.539], [-4.621, -1.316, 3.433], [-2.899, 0.471, 3.500], [-1.209, -3.413, -1.990], [-0.700, -4.647, -1.988], [-0.797, -5.513, -3.068], [-1.455, -5.082, -4.208], [-1.991, -3.804, -4.224], [-1.840, -3.015, -3.096], [-0.192, -4.944, -1.080], [-0.362, -6.501, -3.013], [-1.551, -5.730, -5.069], [-2.516, -3.427, -5.091], [-2.246, -2.008, -3.070], [1.959, -5.063, -0.082], [2.726, -4.676, -1.099], [4.055, -5.045, -1.244], [4.620, -5.860, -0.277], [3.837, -6.271, 0.789], [2.518, -5.847, 0.839], [2.244, -4.039, -1.835], [4.628, -4.703, -2.094], [5.654, -6.171, -0.354], [4.236, -6.907, 1.566], [1.870, -6.148, 1.655]], "forces_ev_per_angstrom": [[-0.47, -0.24, 0.34], [0.82, -0.26, -0.28], [-0.83, 0.40, 0.10], [0.52, -0.27, 0.20], [-0.02, -0.37, 0.90], [0.58, 0.09, 0.04], [-0.97, 0.14, -0.30], [0.68, -0.11, 0.28], [0.12, 0.02, -0.16], [0.01, 0.02, 0.10], [-0.33, -0.19, 0.36], [-0.07, -0.47, -0.61], [0.40, 0.60, -0.01], [-0.07, 0.12, 0.10], [-0.01, 0.06, 0.28], [0.06, -0.15, -0.40], [-0.04, 0.13, -0.15], [0.08, -0.05, 0.13], [-0.01, 0.07, -0.17], [-0.22, 0.26, -0.35], [0.00, 0.15, -0.45], [0.25, 0.03, -0.08], [0.08, 0.02, 0.05], [-0.30, -0.01, 0.02], [0.01, -0.11, -0.05], [0.11, 0.08, -0.04], [0.03, 0.32, 0.16], [-0.02, -0.24, -0.06], [0.04, -0.22, 0.04], [-0.28, -0.03, 0.02], [-0.14, -0.13, 0.02], [0.00, 0.16, -0.25], [-0.10, 0.04, 0.20], [-0.02, 0.11, -0.04], [0.13, 0.12, -0.02], [-0.13, -0.08, 0.04], [-0.01, 0.03, 0.00], [0.01, -0.03, -0.01], [0.08, 0.03, 0.02], [-0.01, -0.09, -0.03], [0.08, 0.00, 0.00], [0.00, 0.00, 0.00], [0.00, 0.01, 0.01], [-0.03, -0.03, 0.03], [-0.05, 0.02, -0.13], [-0.08, 0.06, 0.06], [-0.01, 0.04, -0.03], [0.01, -0.03, -0.03], [0.01, -0.01, -0.01], [0.03, 0.04, 0.06], [0.06, -0.03, 0.01], [0.00, 0.00, 0.02], [0.00, 0.00, 0.00], [0.00, 0.01, 0.00], [-0.03, -0.01, -0.04], [0.12, -0.06, 0.05], [-0.08, 0.05, -0.02], [0.01, 0.00, 0.02], [0.03, -0.01, 0.00], [0.01, 0.02, -0.02], [-0.08, 0.02, 0.03], [0.03, -0.01, -0.03], [-0.01, 0.01, -0.01], [0.00, 0.00, 0.00], [-0.01, -0.01, 0.01], [0.03, -0.02, 0.02]], "lowdin_charge": [-0.01, 0.08, -0.67, 0.21, 0.32, -0.30, 0.13, -0.15, -0.72, 0.72, -0.26, -0.72, -0.13, 0.75, -0.15, 0.10, 0.11, 0.07, 0.08, 0.12, 0.17, 0.15, 0.12, 0.05, 0.12, 0.12, 0.06, 0.09, 0.08, 0.06, 0.11, 0.10, 0.16, 0.04, -0.15, -0.06, -0.06, -0.07, -0.18, 0.10, 0.08, 0.11, 0.11, 0.10, 0.05, -0.15, -0.06, -0.07, -0.07, -0.17, 0.08, 0.11, 0.11, 0.10, 0.10, 0.04, -0.16, -0.07, -0.08, -0.07, -0.15, 0.10, 0.10, 0.11, 0.10, 0.11]}